An isolated molecule of C7H10N2O4, computed with wB97M-V/def2-TZVPD.

Atoms and positions in Å:
O1 2.277 1.328 -1.006
O2 -2.755 -1.518 0.493
O3 0.250 -2.476 -0.533
O4 1.524 0.931 1.945
N1 -3.554 0.716 0.243
N2 -2.684 1.658 -0.303
C1 0.458 -0.112 -0.095
C2 -3.201 -0.441 0.381
C3 -1.590 1.157 -0.734
C4 -0.777 0.123 -0.884
C5 0.476 1.008 1.064
C6 1.726 0.020 -0.974
C7 0.389 -1.530 0.527
H1 1.720 1.922 -1.404
H2 -0.494 0.882 1.617
H3 -0.643 -2.565 -0.606
H4 0.469 2.093 0.790
H5 2.316 1.176 1.364
H6 2.485 -0.631 -0.693
H7 1.283 -0.165 -2.032
H8 -0.556 -0.315 -1.796
H9 1.280 -1.660 1.233
H10 -0.398 -1.603 1.400

The HOMO energy is -0.3717 hartree. For the lowest unoccupied orbital energy, the calculation gives -0.050 eV.

---

A structure of composition C35H37EuN6O3, computed with wB97M-V/def2-TZVPD.

Atoms and positions in Å:
Eu1 -0.332 0.080 0.569
O1 -3.438 0.664 -1.289
O2 -1.962 1.630 -0.015
O3 -2.618 -0.396 0.421
N1 -2.712 0.634 -0.332
N2 0.672 -1.627 2.539
N3 -0.645 -2.611 0.154
N4 -0.254 0.077 -2.021
N5 2.112 -1.193 -0.045
N6 -1.209 0.481 3.094
C1 0.121 4.159 0.555
C2 3.534 -2.189 -1.694
C3 2.062 -2.018 2.273
C4 -1.126 0.022 -4.485
C5 0.904 3.737 -1.802
C6 -2.324 1.185 3.292
C7 -0.710 -0.240 4.099
C8 2.499 -2.131 0.827
C9 0.597 -0.946 3.842
C10 3.380 -3.145 0.480
C11 -0.491 3.650 -2.421
C12 1.676 2.389 0.237
C13 -0.539 -3.408 1.214
C14 1.033 2.817 3.979
C15 -1.188 -5.320 -0.063
C16 -1.318 -0.287 5.345
C17 -2.168 0.013 -7.020
C18 0.146 3.946 1.917
C19 0.902 3.395 -0.321
C20 -0.221 -2.788 2.555
C21 -1.039 -3.144 -1.004
C22 -0.792 -0.080 -6.844
C23 -2.470 0.458 5.551
C24 -0.260 -0.076 -5.564
C25 0.960 2.959 2.484
C26 -0.613 0.040 -3.112
C27 -0.791 -4.773 1.143
C28 3.904 -3.178 -0.803
C29 -1.322 -4.489 -1.163
C30 1.704 2.178 1.619
C31 -2.504 0.117 -4.641
C32 -3.021 0.110 -5.928
C33 1.904 2.922 -2.613
C34 -2.984 1.212 4.510
C35 2.634 -1.225 -1.270
H1 -4.090 0.186 -6.074
H2 2.924 2.998 -2.231
H3 -0.434 3.865 -3.490
H4 1.626 1.865 -2.616
H5 -3.882 1.803 4.623
H6 -1.127 -2.451 -1.832
H7 1.914 3.264 -3.649
H8 2.288 -2.964 2.784
H9 -1.188 4.364 -1.982
H10 3.646 -3.890 1.219
H11 0.805 -1.641 4.669
H12 0.810 -0.143 -5.414
H13 3.922 -2.156 -2.703
H14 4.592 -3.964 -1.087
H15 -0.459 4.569 2.566
H16 -2.579 0.011 -8.021
H17 1.349 3.748 4.451
H18 1.218 4.787 -1.849
H19 -0.930 2.661 -2.280
H20 -1.638 -4.857 -2.129
H21 -1.162 -2.480 3.020
H22 1.392 -0.196 3.857
H23 0.058 2.553 4.394
H24 1.749 2.049 4.278
H25 -0.679 -5.386 2.027
H26 -3.148 0.204 -3.778
H27 0.203 -3.580 3.191
H28 2.311 1.766 -0.382
H29 2.367 1.409 2.008
H30 2.710 -1.268 2.734
H31 2.305 -0.443 -1.945
H32 -2.962 0.441 6.514
H33 -1.394 -6.380 -0.145
H34 -0.136 -0.153 -7.700
H35 -0.505 4.949 0.157
H36 -2.680 1.741 2.433
H37 -0.890 -0.893 6.131

Its charge is +1. Its expectation value of S² is 15.76. The HOMO energy (alpha / beta) is -0.3320 / -0.4111 hartree. The multiplicity is 8. For the lowest unoccupied orbital energy (alpha / beta), the calculation gives -2.029 / -2.032 eV.

---

A structure of composition C19H35MnNO2P2, computed with wB97M-V/def2-TZVPD.

Atoms and positions in Å:
Mn1 1.651 0.188 -1.060
P1 0.238 -1.503 1.940
P2 -1.385 2.216 -0.046
O1 1.357 0.874 3.761
O2 -2.626 -1.202 3.112
N1 -0.435 -0.421 3.211
C1 -2.838 2.129 -1.062
C2 2.202 -1.482 -1.974
C3 -0.291 -0.635 0.342
C4 -0.504 3.605 -0.767
C5 0.926 -1.880 -2.339
C6 2.015 -1.598 2.079
C7 -0.062 0.703 -3.523
C8 3.101 -0.581 -2.818
C9 -1.726 2.481 1.652
C10 -1.541 -0.598 5.265
C11 1.197 1.101 -3.107
C12 0.425 -1.830 -3.726
C13 -0.402 -0.589 -4.170
C14 -0.544 0.585 -0.492
C15 -0.253 0.184 5.459
C16 0.409 0.214 4.144
C17 2.429 0.516 -3.678
C18 -0.397 -3.143 2.029
C19 -1.646 -0.869 3.778
H1 -3.581 2.872 -0.760
H2 -1.273 0.162 -1.170
H3 0.438 -0.317 6.124
H4 2.297 -1.721 3.144
H5 -1.519 -1.595 5.737
H6 -2.254 1.659 2.100
H7 -0.686 3.610 -1.872
H8 -1.466 -0.779 -3.925
H9 0.203 1.002 -1.300
H10 0.130 -3.698 2.791
H11 -0.816 2.768 2.186
H12 -2.429 3.345 1.584
H13 0.474 -2.697 -1.760
H14 -0.182 -3.603 1.062
H15 0.591 3.608 -0.618
H16 3.180 1.316 -3.839
H17 2.285 -2.512 1.501
H18 3.863 -0.100 -2.175
H19 -2.557 2.366 -2.124
H20 -1.285 -0.803 0.733
H21 2.629 -1.812 -1.003
H22 -0.243 -2.687 -3.873
H23 1.222 -1.993 -4.464
H24 2.257 0.117 -4.685
H25 -0.446 1.179 5.848
H26 -1.469 -3.196 2.231
H27 1.279 2.133 -2.747
H28 -0.929 1.383 -3.472
H29 -2.432 -0.066 5.627
H30 3.610 -1.283 -3.485
H31 -3.335 1.154 -1.108
H32 -0.921 4.539 -0.354
H33 -0.072 -1.541 -0.293
H34 -0.372 -0.559 -5.296
H35 2.507 -0.716 1.645

Its expectation value of S² is 9.08. The HOMO energy (alpha / beta) is -0.1066 / -0.1052 hartree. The multiplicity is 6. For the lowest unoccupied orbital energy (alpha / beta), the calculation gives 0.268 / 0.282 eV.

---

A cluster of 9 separate species, C60H137N7O12 in total, computed with wB97M-V/def2-TZVPD.

Atoms and positions in Å:
O1 6.435 1.739 1.144
O2 -2.929 -5.112 1.833
O3 3.316 4.391 2.446
O4 -1.602 -0.967 7.195
O5 -5.673 -2.089 -7.711
O6 4.812 6.527 -2.584
O7 3.204 2.745 -1.870
O8 2.953 -3.455 2.432
O9 -4.661 5.200 2.456
O10 0.876 1.882 -0.391
O11 -2.593 -0.395 -3.586
O12 4.051 -6.051 -3.965
N1 -1.139 0.339 7.584
N2 -3.031 -5.159 0.434
N3 -3.852 4.185 1.869
N4 -4.631 -1.863 -4.770
N5 3.047 5.376 -0.600
N6 3.378 -4.730 -4.265
N7 5.623 -1.050 1.535
C1 -1.784 2.519 8.620
C2 -2.245 4.407 3.619
C3 -2.197 -4.159 -1.655
C4 4.071 2.623 -2.978
C5 -3.624 -4.058 -2.080
C6 0.853 0.361 6.149
C7 -3.445 2.925 -0.209
C8 6.988 0.653 0.425
C9 4.101 3.792 -3.950
C10 2.323 -5.676 -6.292
C11 2.898 -2.562 -3.446
C12 5.908 -0.408 0.227
C13 0.551 0.655 0.206
C14 -2.394 -1.115 -4.826
C15 -1.330 -0.254 -2.990
C16 -4.975 -6.499 0.637
C17 -4.425 -5.251 -1.509
C18 -0.313 2.548 6.591
C19 1.478 -3.588 -5.334
C20 2.074 5.132 0.467
C21 -5.380 -4.104 0.673
C22 0.960 0.643 1.655
C23 -2.210 1.046 8.344
C24 -4.345 3.999 0.526
C25 4.462 7.902 -2.581
C26 -1.619 3.396 1.401
C27 -1.419 3.284 7.403
C28 -4.561 5.315 -0.314
C29 -1.978 3.209 -0.060
C30 3.552 3.321 3.401
C31 -1.994 5.921 1.636
C32 4.961 -3.662 -2.727
C33 4.273 6.075 -0.152
C34 -0.680 -4.634 0.318
C35 2.694 -4.454 -1.703
C36 2.624 -4.386 3.454
C37 -5.925 -2.840 -8.967
C38 -2.267 0.339 9.721
C39 1.053 -0.546 -0.596
C40 4.089 -2.647 2.689
C41 5.315 6.087 -1.307
C42 1.102 -5.797 -4.098
C43 4.485 -1.873 1.391
C44 2.076 -4.963 -4.967
C45 -0.545 1.001 6.390
C46 -5.760 3.439 0.691
C47 -6.004 -1.791 -5.261
C48 3.433 -3.912 -3.011
C49 5.698 2.644 0.297
C50 3.706 1.315 -3.660
C51 1.551 -2.578 -4.103
C52 -3.566 1.024 7.636
C53 -6.164 -2.696 -6.521
C54 -2.070 -4.149 -0.085
C55 2.445 3.967 1.418
C56 -2.427 4.529 2.072
C57 -2.171 -2.723 0.369
C58 -1.393 0.900 5.109
C59 -3.664 -1.061 -5.567
C60 -4.476 -5.149 0.040
H1 0.728 -5.224 -3.214
H2 4.957 -3.258 3.040
H3 -2.819 0.966 10.467
H4 2.030 0.616 1.679
H5 1.662 3.396 1.897
H6 0.787 -2.862 -3.397
H7 -4.232 -7.276 0.348
H8 4.690 5.575 0.703
H9 4.200 3.684 4.187
H10 -6.075 3.065 -0.285
H11 4.972 -0.005 -0.205
H12 -1.588 -0.645 -5.407
H13 1.615 -4.241 -1.764
H14 6.268 -1.188 -0.483
H15 4.301 8.209 -3.604
H16 -6.003 -6.791 0.303
H17 -5.006 -6.437 1.757
H18 0.617 2.719 7.101
H19 5.094 3.719 -4.475
H20 1.353 -5.692 -6.772
H21 -6.452 4.230 1.000
H22 1.295 0.939 5.341
H23 0.668 -0.648 5.800
H24 -3.789 2.748 -1.215
H25 -5.117 4.695 3.105
H26 -6.243 -0.703 -5.439
H27 -4.494 -1.573 -3.812
H28 -2.232 -2.628 1.465
H29 -5.420 -5.220 -1.875
H30 7.794 0.254 1.079
H31 4.303 1.115 -4.541
H32 0.724 1.616 2.131
H33 -0.178 2.960 5.572
H34 0.149 -4.140 -0.221
H35 -2.865 -0.530 9.608
H36 1.878 -5.051 2.983
H37 -5.254 -3.718 -9.107
H38 -4.020 -3.078 -1.764
H39 2.606 2.948 3.856
H40 -5.674 -2.130 -9.784
H41 -4.218 1.611 8.245
H42 -3.686 -4.048 -3.106
H43 2.826 -5.550 -1.586
H44 -5.634 2.579 1.346
H45 3.585 -1.269 1.145
H46 -3.885 -0.023 7.601
H47 -1.183 -2.230 0.161
H48 -2.264 3.658 6.859
H49 3.961 2.474 2.886
H50 2.310 -3.987 4.405
H51 3.781 -1.926 3.471
H52 -1.940 2.478 1.909
H53 3.174 3.643 -1.579
H54 -1.891 -5.122 -2.028
H55 -1.837 -0.091 4.930
H56 6.248 6.617 -1.121
H57 -2.813 -6.008 2.139
H58 0.859 -0.515 -1.646
H59 -6.969 -3.156 -9.072
H60 3.251 -4.026 -0.873
H61 5.296 8.532 -2.139
H62 3.578 -2.157 -4.216
H63 1.934 -3.202 -6.272
H64 -1.177 4.561 3.846
H65 -0.776 1.174 4.271
H66 0.393 -3.743 -5.590
H67 -2.301 1.523 5.171
H68 2.156 -0.660 -0.485
H69 1.153 4.736 -0.053
H70 -6.729 -2.173 -4.561
H71 2.695 -6.660 -6.102
H72 2.670 5.754 -1.429
H73 5.641 5.067 -1.537
H74 -4.951 6.193 0.218
H75 -1.702 5.932 0.585
H76 -2.804 5.177 4.128
H77 -1.490 2.373 -0.491
H78 -3.630 5.601 -0.786
H79 -2.442 3.432 3.956
H80 -0.655 0.289 -3.738
H81 -1.166 6.323 2.245
H82 5.411 -4.657 -2.753
H83 3.438 -5.080 3.715
H84 -2.234 -2.142 -4.673
H85 2.678 1.300 -4.039
H86 1.731 1.738 -0.855
H87 -0.960 2.476 9.336
H88 1.755 6.001 1.120
H89 -1.614 4.072 -0.694
H90 3.588 8.106 -1.942
H91 5.103 2.064 -0.401
H92 -7.255 -2.936 -6.617
H93 -3.433 1.513 6.657
H94 5.350 -3.071 -3.511
H95 -0.567 0.658 0.170
H96 -5.639 -3.661 -6.324
H97 0.724 -1.481 -0.162
H98 -0.552 3.630 1.561
H99 -0.522 -4.489 1.364
H100 4.028 7.062 0.202
H101 -5.188 4.969 -1.081
H102 6.430 3.290 -0.285
H103 -3.583 -1.521 -6.525
H104 3.035 -5.152 -6.911
H105 -2.630 2.993 9.124
H106 -0.944 4.226 7.706
H107 -2.924 -2.132 -0.147
H108 5.026 2.564 -2.405
H109 3.970 0.541 -2.967
H110 5.104 3.232 1.040
H111 -3.992 -0.009 -5.702
H112 -0.675 -5.733 0.097
H113 0.227 -5.963 -4.725
H114 -1.294 0.098 10.139
H115 -6.425 -4.252 0.417
H116 -4.139 -6.193 -1.963
H117 1.564 -6.704 -3.698
H118 -3.731 2.033 0.372
H119 1.487 0.388 6.975
H120 2.969 3.243 0.727
H121 7.505 0.960 -0.458
H122 0.496 -0.236 2.097
H123 -1.449 0.309 -2.049
H124 -1.556 -3.379 -2.069
H125 -1.018 -1.572 7.681
H126 4.162 4.771 -3.441
H127 2.941 -1.903 -2.532
H128 3.289 3.646 -4.628
H129 5.447 -0.300 2.154
H130 1.214 -1.595 -4.463
H131 -5.025 -3.070 0.379
H132 5.143 -3.141 -1.793
H133 -2.910 6.488 1.840
H134 4.647 -2.518 0.536
H135 -0.766 -1.211 -2.747
H136 -5.320 -4.174 1.754
H137 3.326 -6.641 -3.576

The HOMO energy is -0.3122 hartree. The SMILES is CC1(C)CCCC(C)(C)N1O.CC1(C)CCCC(C)(C)N1O.CC1(C)CCCC(C)(C)N1O.CC1(C)CCCC(C)(C)N1O.COCCNCCOC.COCCNCCOC.COCCNCCOC.CC(C)O.CC(C)O. For the lowest unoccupied orbital energy, the calculation gives 0.525 eV.

---

A structure of composition C22H29N3NiOS2, computed with wB97M-V/def2-TZVPD.

Atoms and positions in Å:
Ni1 -0.474 0.741 -0.788
S1 1.352 -0.508 -1.289
S2 -2.155 2.043 -0.210
O1 0.706 2.265 -0.457
N1 -0.839 -1.043 0.857
N2 1.654 1.358 1.383
N3 -1.809 -0.418 -1.880
C1 0.386 -2.947 1.829
C2 -3.438 1.253 -1.085
C3 1.349 -1.748 -0.041
C4 1.522 2.334 0.481
C5 -1.326 -0.481 -3.277
C6 1.474 -3.799 1.885
C7 4.248 1.729 0.317
C8 4.114 1.074 1.690
C9 -1.794 -1.777 -1.275
C10 3.886 3.214 0.268
C11 2.512 -3.626 0.976
C12 -1.202 -0.530 2.180
C13 2.746 1.308 2.345
C14 -3.176 0.120 -1.848
C15 2.411 3.537 0.623
C16 2.445 -2.620 0.031
C17 -5.759 1.117 -1.760
C18 -5.486 -0.014 -2.521
C19 -4.193 -0.506 -2.559
C20 0.313 -1.918 0.891
C21 -4.749 1.741 -1.053
C22 -1.988 -1.697 0.225
H1 -1.950 0.252 2.052
H2 -6.272 -0.506 -3.078
H3 4.884 1.451 2.369
H4 -1.377 0.517 -3.710
H5 -1.606 -1.305 2.844
H6 -0.297 -0.828 -3.279
H7 -4.959 2.625 -0.464
H8 -3.979 -1.389 -3.148
H9 -0.326 -0.096 2.661
H10 -2.879 -1.104 0.445
H11 3.251 -2.491 -0.681
H12 5.275 1.606 -0.030
H13 -2.142 -2.703 0.636
H14 -0.835 -2.236 -1.514
H15 2.516 0.507 3.047
H16 2.010 4.310 -0.028
H17 -1.940 -1.159 -3.875
H18 -6.765 1.515 -1.721
H19 4.540 3.782 0.934
H20 2.333 3.900 1.649
H21 -0.428 -3.080 2.531
H22 2.743 2.233 2.922
H23 1.180 0.494 1.147
H24 3.622 1.184 -0.396
H25 1.514 -4.587 2.625
H26 4.286 0.001 1.582
H27 -2.587 -2.389 -1.716
H28 4.082 3.576 -0.742
H29 3.374 -4.281 1.001

The HOMO energy (alpha / beta) is -0.2644 / -0.2644 hartree. For the lowest unoccupied orbital energy (alpha / beta), the calculation gives 0.586 / 0.630 eV.

---

A structure of composition C8H14N2OsP, computed with wB97M-V/def2-TZVPD.

Atoms and positions in Å:
Os1 -0.643 -1.581 0.096
P1 1.577 -1.051 0.550
N1 0.253 2.522 1.039
N2 -0.882 0.376 0.859
C1 0.117 -3.265 -0.416
C2 -2.032 -2.847 -1.363
C3 -1.028 -3.745 -1.001
C4 -0.054 1.257 0.930
C5 1.622 3.065 1.184
C6 -1.717 -1.454 -1.555
C7 -0.800 3.502 0.762
C8 -0.304 -1.316 -1.737
H1 0.921 -3.909 -0.036
H2 2.158 2.618 2.028
H3 -1.072 3.521 -0.301
H4 -3.018 -3.273 -1.589
H5 -0.431 4.491 1.033
H6 -1.715 3.299 1.329
H7 0.261 -0.711 -2.437
H8 -2.536 -0.704 -1.626
H9 -1.142 -4.832 -1.087
H10 2.233 -0.191 -0.420
H11 2.110 -0.590 1.798
H12 1.553 4.147 1.348
H13 2.360 -2.213 0.336
H14 2.214 2.885 0.276

Its charge is +1. Its expectation value of S² is 6.02. The HOMO energy (alpha / beta) is -0.3237 / -0.4563 hartree. The multiplicity is 5. For the lowest unoccupied orbital energy (alpha / beta), the calculation gives -4.318 / -5.731 eV.

---

A cluster of 6 separate species, C4H20N2O6 in total, computed with wB97M-V/def2-TZVPD.

Atoms and positions in Å:
O1 -1.561 -0.549 -4.113
O2 -2.001 -3.751 -0.005
O3 -1.512 3.210 2.034
O4 2.884 0.346 -0.572
O5 1.484 1.736 -2.535
O6 1.813 0.775 2.675
N1 -1.392 1.484 -1.233
N2 0.031 0.490 0.471
C1 0.896 0.000 2.695
C2 -1.141 0.309 -0.419
C3 0.570 -1.937 1.092
C4 0.124 -0.527 1.491
H1 0.518 -1.994 -0.001
H2 -1.043 -0.776 -3.331
H3 -1.213 2.655 1.306
H4 0.960 0.703 0.145
H5 -1.623 2.302 -0.678
H6 -2.021 0.242 -3.808
H7 -0.010 -2.722 1.554
H8 3.653 -0.245 -0.560
H9 -1.114 2.827 2.826
H10 1.647 -2.080 1.169
H11 -1.078 -3.980 0.139
H12 -0.845 -0.642 2.033
H13 -0.874 -0.549 -1.040
H14 -2.345 -3.476 0.848
H15 1.772 2.606 -2.227
H16 3.256 0.975 0.068
H17 2.155 1.103 -2.220
H18 -0.519 1.789 -1.661
H19 -2.018 0.134 0.214
H20 0.548 -0.461 3.644

The HOMO energy is -0.3358 hartree. The SMILES is C[C@@H](C=O)NCN.O.O.O.O.O. For the lowest unoccupied orbital energy, the calculation gives -0.005 eV.

---

Number 1: M 186.167 g mol⁻¹. Number 2: M 741.684 g mol⁻¹. Number 3: M 426.380 g mol⁻¹. Number 4: M 1148.793 g mol⁻¹. Number 5: M 474.321 g mol⁻¹. Number 6: M 359.418 g mol⁻¹. Number 7: M 192.212 g mol⁻¹.